8
Properties=species:S:1:pos:R:3 method="wB97M-V/def2-TZVPD" orbital_gap_ha=0.4081 e_lumo_ev=0.944 e_above_lowest_kj_mol=43.3 spin_multiplicity=1 smiles="C[PH2]=O"
P 1.125 0.370 -0.009
O 2.411 -0.458 -0.176
C -0.422 -0.588 -0.024
H -1.246 -0.124 0.459
H 1.216 1.607 -0.867
H 0.034 -1.255 0.603
H -0.701 -1.028 -0.906
H 0.980 0.961 1.158



9
Properties=species:S:1:pos:R:3 method="wB97M-V/def2-TZVPD" orbital_gap_ha="0.3222 / 0.3222" e_lumo_ev="-0.686 / -0.686" e_above_lowest_kj_mol=234.8 spin_multiplicity=1
S -1.401 -3.454 -0.055
P 0.276 1.648 0.431
O -1.154 1.612 0.193
C 1.477 1.595 -0.783
H 1.207 2.119 -1.720
H -1.640 -3.449 1.272
H 2.496 1.381 -0.471
H 0.714 0.799 1.417
H -1.976 -2.251 -0.283



9
Properties=species:S:1:pos:R:3 method="wB97M-V/def2-TZVPD" orbital_gap_ha="0.2464 / 0.2727" e_lumo_ev="-1.637 / -1.247" e_above_lowest_kj_mol=311.4 spin_multiplicity=1
S 2.932 -0.610 0.137
P 0.802 1.576 -0.214
O -0.342 0.590 -0.721
C -0.927 -0.432 0.090
H 0.843 2.213 -1.487
H 3.370 0.599 0.637
H -1.899 -0.624 -0.149
H -0.317 -1.328 -0.186
H -0.844 -0.020 1.142



8
Properties=species:S:1:pos:R:3 method="wB97M-V/def2-TZVPD" orbital_gap_ha=0.2737 total_charge=-1 e_lumo_ev=4.510 e_above_lowest_kj_mol=25.0 spin_multiplicity=1
S 0.168 -0.728 -1.834
O -0.384 1.098 0.363
C 0.038 -0.031 1.127
H -0.502 -0.943 0.821
H 0.074 -0.255 -3.066
H -0.300 0.823 -0.585
H 1.080 -0.187 1.003
H -0.174 0.222 2.171



8
Properties=species:S:1:pos:R:3 method="wB97M-V/def2-TZVPD" orbital_gap_ha=0.2512 total_charge=-1 e_lumo_ev=4.345 e_above_lowest_kj_mol=28.1 spin_multiplicity=1
S 0.359 0.682 -1.015
O -2.402 -1.168 -0.463
C 1.433 0.455 0.556
H 2.531 0.438 0.336
H -2.869 -0.733 -1.216
H 1.210 -0.429 1.102
H 1.262 1.369 1.067
H -1.523 -0.614 -0.366



8
Properties=species:S:1:pos:R:3 method="wB97M-V/def2-TZVPD" orbital_gap_ha=0.2476 total_charge=-1 e_lumo_ev=4.350 e_above_lowest_kj_mol=20.7 spin_multiplicity=1
S 1.308 -0.599 -0.472
O -0.538 -1.552 1.994
C 0.369 0.861 -0.996
H 0.117 1.608 -0.238
H -1.429 -1.232 1.780
H 0.840 1.416 -1.824
H -0.105 -1.079 1.267
H -0.562 0.575 -1.509



8
Properties=species:S:1:pos:R:3 method="wB97M-V/def2-TZVPD" orbital_gap_ha="0.3904 / 0.2551" s2=0.7527 e_lumo_ev="0.725 / -2.935" e_above_lowest_kj_mol=100.4 spin_multiplicity=2
S 1.129 -1.284 -2.145
O 0.377 0.700 0.341
C -0.797 0.384 0.995
H 0.485 -0.065 -0.235
H -1.355 -0.516 0.531
H -0.415 0.060 1.999
H -1.543 1.171 1.176
H 2.119 -0.450 -2.662



8
Properties=species:S:1:pos:R:3 method="wB97M-V/def2-TZVPD" orbital_gap_ha=0.2667 e_lumo_ev=-1.556 e_above_lowest_kj_mol=192.8 spin_multiplicity=1
S -0.689 0.522 2.370
P 0.772 -0.986 0.350
C 0.171 0.022 -1.069
H -0.307 -1.816 0.113
H -0.569 -0.557 -1.549
H -0.257 1.798 2.417
H 0.990 -0.020 -1.795
H -0.112 1.038 -0.837



8
Properties=species:S:1:pos:R:3 method="wB97M-V/def2-TZVPD" orbital_gap_ha=0.3309 e_lumo_ev=-0.206 e_above_lowest_kj_mol=40.1 spin_multiplicity=1 smiles=CPS
S -2.136 0.353 -0.019
P -0.061 -1.075 0.046
C 1.076 0.383 0.094
H 0.748 1.048 0.892
H 2.085 0.042 0.320
H 1.065 0.922 -0.851
H -0.015 -1.259 -1.344
H -2.761 -0.414 0.862



8
Properties=species:S:1:pos:R:3 method="wB97M-V/def2-TZVPD" orbital_gap_ha=0.3507 e_lumo_ev=-0.228 e_above_lowest_kj_mol=193.6 spin_multiplicity=1 smiles="C=P.S"
S 0.399 -2.333 -1.617
P 0.105 2.279 1.127
C 0.186 0.638 0.549
H -1.322 2.275 1.243
H 1.071 -1.164 -1.311
H 1.039 0.200 0.287
H -0.696 -1.865 -0.827
H -0.782 -0.031 0.550



9
Properties=species:S:1:pos:R:3 method="wB97M-V/def2-TZVPD" orbital_gap_ha=0.3117 e_lumo_ev=-0.301 e_above_lowest_kj_mol=163.2 spin_multiplicity=1 smiles=CP(S)S
S -0.350 -0.493 2.193
S -0.092 1.919 -0.382
P 0.796 0.135 -0.070
C -0.343 -0.861 -1.123
H 1.034 2.714 0.150
H 0.657 -0.393 2.878
H -0.463 -1.779 -0.598
H 0.070 -0.865 -2.193
H -1.309 -0.376 -0.856



9
Properties=species:S:1:pos:R:3 method="wB97M-V/def2-TZVPD" orbital_gap_ha="0.2972 / 0.2656" e_lumo_ev="-0.485 / -2.023" e_above_lowest_kj_mol=334.0 spin_multiplicity=1
S 3.087 1.541 0.066
S 1.525 -1.500 0.215
P 1.372 0.580 -0.172
C -1.741 0.177 0.351
H 0.934 0.497 -1.572
H 0.195 -1.591 0.191
H -1.487 0.168 -0.668
H -1.609 -0.799 0.807
H -2.276 0.927 0.783



8
Properties=species:S:1:pos:R:3 method="wB97M-V/def2-TZVPD" orbital_gap_ha=0.2451 total_charge=-1 e_lumo_ev=3.878 e_above_lowest_kj_mol=29.8 spin_multiplicity=1
S -1.151 -0.339 -0.771
S 1.956 -0.046 0.214
C -1.642 0.555 0.786
H -0.875 0.521 1.575
H 0.662 -0.284 -0.326
H -1.850 1.608 0.696
H -2.533 0.035 1.178
H 1.563 0.946 1.075



9
Properties=species:S:1:pos:R:3 method="wB97M-V/def2-TZVPD" orbital_gap_ha=0.2330 total_charge=-1 e_lumo_ev=3.645 e_above_lowest_kj_mol=0.0 spin_multiplicity=1
S 0.417 1.261 0.755
S 1.452 -1.633 -1.645
S 0.469 1.655 -1.276
C -1.139 0.343 0.972
H 1.094 -0.263 -1.425
H -1.342 0.359 2.049
H -1.032 -0.679 0.590
H 2.024 -1.887 -0.467
H -1.943 0.844 0.448



9
Properties=species:S:1:pos:R:3 method="wB97M-V/def2-TZVPD" orbital_gap_ha="0.3260 / 0.2580" s2=0.7550 e_lumo_ev="-0.019 / -1.952" e_above_lowest_kj_mol=100.9 spin_multiplicity=2
S -0.648 0.579 0.059
S 2.936 -1.078 -2.768
S 1.014 -0.646 0.127
C -1.739 1.060 1.547
H -1.032 1.209 2.402
H 1.591 -1.291 -2.978
H -2.233 0.025 1.801
H 2.708 -1.547 -1.487
H -2.597 1.689 1.297



11
Properties=species:S:1:pos:R:3 method="wB97M-V/def2-TZVPD" orbital_gap_ha=0.3701 e_lumo_ev=0.364 e_above_lowest_kj_mol=0.0 spin_multiplicity=1 smiles=CB(O)NS
S 2.551 0.049 -0.015
O 0.167 -1.610 -0.121
N 0.920 0.624 -0.030
C -1.715 0.105 -0.189
B -0.185 -0.311 -0.104
H 1.070 -1.608 -0.274
H -1.761 1.167 0.021
H 0.877 1.618 -0.102
H -2.185 -0.031 -1.111
H 2.647 0.398 1.348
H -2.386 -0.400 0.577



15
Properties=species:S:1:pos:R:3 method="wB97M-V/def2-TZVPD" orbital_gap_ha=0.2557 total_charge=-1 e_lumo_ev=3.087 spin_multiplicity=1
In -0.653 -1.109 0.090
Cl 0.308 -3.176 0.992
P -0.091 -0.696 -2.360
O 1.162 0.716 1.966
O 2.319 -0.374 3.339
O 1.464 -0.062 -2.466
N -1.061 0.757 -2.710
N 1.210 -0.142 3.021
C -0.142 0.709 1.322
H -0.911 0.929 2.059
H 1.774 0.196 -1.585
H -2.431 -1.296 0.158
H -0.800 1.474 -2.032
H -0.132 1.562 0.652
H -2.016 0.512 -2.449



9
Properties=species:S:1:pos:R:3 method="wB97M-V/def2-TZVPD" orbital_gap_ha=0.3348 e_lumo_ev=0.812 e_above_lowest_kj_mol=275.0 spin_multiplicity=1
N 1.756 -0.784 1.197
N 1.611 0.315 0.788
C -1.320 0.677 -0.984
H 1.982 -1.129 2.219
H -0.679 0.820 -0.086
H -2.365 0.508 -0.646
H -1.167 -0.245 -1.565
H -1.344 1.552 -1.585
H 1.527 -1.715 0.662



10
Properties=species:S:1:pos:R:3 method="wB97M-V/def2-TZVPD" orbital_gap_ha="0.3426 / 0.3564" e_lumo_ev="0.344 / 0.522" e_above_lowest_kj_mol=544.0 spin_multiplicity=1
O -1.516 0.916 0.527
N 0.098 -0.182 -0.077
N -1.195 1.732 -0.414
C 1.051 -1.128 0.456
H -0.230 2.061 -0.367
H -1.533 1.495 -1.347
H 1.821 -0.611 1.033
H -0.622 -0.713 -0.571
H 1.557 -1.693 -0.344
H 0.569 -1.877 1.103



11
Properties=species:S:1:pos:R:3 method="wB97M-V/def2-TZVPD" orbital_gap_ha=0.3995 e_lumo_ev=1.094 e_above_lowest_kj_mol=629.3 spin_multiplicity=1 smiles=COONN
O 0.608 1.344 -0.303
O 0.303 0.580 0.897
N -0.095 -1.657 1.118
N 0.850 -0.711 0.645
C -0.339 1.132 -1.320
H -0.875 -1.719 0.471
H -0.012 1.771 -2.140
H -0.440 -1.482 2.063
H -1.342 1.432 -1.000
H 1.691 -0.777 1.219
H -0.349 0.088 -1.649